{
  "formula": "C2H2NiO4",
  "method": "wB97M-V/def2-TZVPD",
  "elements": ["C", "O", "H", "H", "O", "C", "O", "O", "Ni"],
  "coordinates": [[1.7298, -1.4613, -0.3468], [1.6540, -0.2376, -0.3391], [1.5303, -2.0473, 0.5663], [2.0956, -1.9900, -1.2427], [-3.1293, 1.3095, 0.2632], [-1.8973, 1.2113, 0.2925], [-1.0862, 1.9969, -0.3851], [-1.2614, 0.2350, 0.9205], [0.3644, 0.9835, 0.2711]],
  "atomic_forces_ev_per_a": [[0.5, 0.6, 0.4], [0.6, -1.7, -0.7], [-0.3, 0.1, -0.3], [-0.1, 0.2, 0.2], [2.0, 0.1, 0.3], [-4.1, -0.6, -0.4], [1.7, 0.1, 0.1], [1.0, 0.0, 0.2], [-1.2, 1.1, 0.2]],
  "homo_ev": [-8.7, -8.8],
  "lumo_energy_ev": [-2.0, -2.2],
  "spin_multiplicity": 3
}

{
  "formula": "C2H2O2",
  "method": "wB97M-V/def2-TZVPD",
  "elements": ["C", "C", "O", "O", "H", "H"],
  "coordinates": [[0.1952, 0.5220, -0.0798], [1.0125, -0.4812, 0.1308], [-1.1201, 0.6040, 0.1076], [-1.8278, -0.5540, 0.0499], [0.5190, 1.4538, -0.2821], [1.2212, -1.5446, 0.0736]],
  "atomic_forces_ev_per_a": [[1.5, -3.5, 1.0], [-0.1, -0.3, -0.9], [-3.7, -1.1, 0.1], [1.3, 1.3, 0.1], [1.3, 3.2, -0.7], [-0.3, 0.5, 0.4]],
  "homo_ev": [-9.9, -9.7],
  "lumo_energy_ev": [-0.7, -1.7]
}

{
  "formula": "C2H2O2",
  "method": "wB97M-V/def2-TZVPD",
  "elements": ["C", "C", "O", "O", "H", "H"],
  "coordinates": [[0.0243, -0.7361, -0.0452], [-0.0491, 0.7196, 0.1760], [0.9471, -1.4628, 0.1289], [0.9238, 1.3489, -0.0773], [-0.8809, -0.8929, -0.8121], [-0.9652, 1.0233, 0.6296]],
  "atomic_forces_ev_per_a": [[-1.5, -0.3, -3.1], [1.3, -1.1, 1.7], [-0.2, -0.4, 0.5], [0.5, 1.6, -0.5], [1.0, -1.0, 1.3], [-1.2, 1.2, 0.1]],
  "homo_ev": -10.0,
  "lumo_energy_ev": -0.6
}

{
  "formula": "C2H2O2",
  "method": "wB97M-V/def2-TZVPD",
  "elements": ["C", "C", "O", "O", "H", "H"],
  "coordinates": [[-1.9382, -0.1354, -0.4507], [-0.4870, 0.2924, 0.3250], [1.8949, -0.3307, -0.3427], [0.5646, 0.7406, 0.4460], [-2.5759, -0.9417, 0.2349], [2.5415, 0.3748, -0.2124]],
  "atomic_forces_ev_per_a": [[3.5, -0.1, 3.5], [-5.9, -1.8, -2.6], [-0.3, 0.3, 0.1], [0.4, -0.1, 0.1], [2.1, 1.9, -1.1], [0.3, -0.1, -0.1]],
  "homo_ev": -9.0,
  "lumo_energy_ev": -3.0
}

{
  "formula": "C2H2O2",
  "method": "wB97M-V/def2-TZVPD",
  "elements": ["C", "C", "O", "O", "H", "H"],
  "coordinates": [[0.9440, -1.1496, 0.2387], [-0.4073, 0.9327, -0.2600], [0.9458, -2.1349, 0.8737], [0.0732, -0.2583, -0.0997], [-0.9211, 0.9783, -1.2405], [-0.6347, 1.6318, 0.4879]],
  "atomic_forces_ev_per_a": [[2.4, 0.9, -0.2], [-1.1, 0.8, -3.2], [-0.9, -0.4, 0.2], [-1.2, -2.1, 1.0], [0.5, 0.4, 0.8], [0.3, 0.4, 1.4]],
  "homo_ev": [-8.5, -8.5],
  "lumo_energy_ev": [0.0, -0.3]
}

{
  "formula": "C2H2O2P",
  "method": "wB97M-V/def2-TZVPD",
  "elements": ["C", "C", "O", "O", "P", "H", "H"],
  "coordinates": [[0.7673, -0.0937, -0.8647], [0.6531, -0.1127, 0.8117], [-1.4560, 1.7597, -0.0006], [-1.9795, -0.6807, 0.0251], [-0.9333, 0.3605, -0.0165], [1.5651, -0.5722, -1.4477], [1.3833, -0.6608, 1.4926]],
  "atomic_forces_ev_per_a": [[-2.0, 0.5, 7.7], [0.7, -0.2, -7.0], [1.2, 0.0, -0.2], [-0.1, -1.1, -0.3], [1.9, -0.1, 0.3], [-0.4, 0.2, 0.2], [-1.2, 0.9, -0.8]],
  "homo_ev": -4.1,
  "lumo_energy_ev": 4.4,
  "total_charge": -1
}

{
  "formula": "C2H2O2Rb",
  "method": "wB97M-V/def2-TZVPD",
  "elements": ["C", "C", "O", "Rb", "H", "O", "H"],
  "coordinates": [[1.9887, -0.5535, 2.9611], [2.3096, -1.1716, 3.9455], [-3.2043, -2.0917, -0.9140], [-1.1254, -0.3582, -0.5206], [2.5931, -1.6768, 4.8504], [1.6046, 0.0245, 1.8509], [2.2158, 0.7193, 1.5633]],
  "atomic_forces_ev_per_a": [[0.6, -0.8, 1.1], [-0.2, 0.5, -0.5], [0.6, 0.5, 0.1], [-0.6, -0.5, 0.0], [-0.1, 0.2, -0.4], [-0.3, 0.3, -0.5], [0.0, -0.2, 0.3]],
  "homo_ev": [-7.2, -6.3],
  "lumo_energy_ev": [-0.9, -0.9],
  "spin_multiplicity": 2
}

{
  "formula": "C2H2O2S",
  "method": "wB97M-V/def2-TZVPD",
  "elements": ["C", "C", "H", "H", "O", "O", "S"],
  "coordinates": [[0.0305, 0.1544, 0.3379], [-0.1906, -0.0339, -1.1185], [-0.1263, -0.6874, 2.2169], [-0.0586, 1.3761, -1.4863], [-0.6556, -0.6812, 1.2138], [-0.4313, -1.2954, -1.5278], [1.4318, 1.1674, 0.3640]],
  "atomic_forces_ev_per_a": [[1.8, -0.5, 1.1], [-2.5, -3.7, -1.7], [-2.1, 0.3, -4.3], [-0.4, -4.6, -0.3], [4.0, 2.1, 2.2], [1.7, 8.2, 1.5], [-2.4, -1.8, 1.4]],
  "homo_ev": -9.8,
  "lumo_energy_ev": -1.5
}